(1)
Molecular formula: C3H10NOP
Method: DFT, the ωB97M-V functional and the def2-TZVPD basis

HOMO energy (spin up / spin down): -4.531 / -10.403 eV
relative energy (zero: lowest compared OMol25 entry of this formula, charge and spin): 73.22 kcal per mole
spin multiplicity: 3
LUMO level (spin up / spin down): 0.68 / -2.47 eV
<S²>: 2.007
orbital gap (spin up / spin down): 5.21 / 7.94 eV

Geometry (Å):
1 C -1.179 0.688 1.228
2 C -0.820 1.236 -1.433
3 C 1.914 -1.001 0.410
4 N -0.862 -0.034 -0.093
5 O 0.217 -1.868 -1.639
6 P 0.172 -1.286 -0.271
7 H -0.573 1.565 0.907
8 H -2.195 0.989 1.471
9 H -0.738 0.103 2.081
10 H 0.266 1.462 -1.582
11 H -1.351 0.747 -2.266
12 H -1.348 2.116 -0.928
13 H 2.358 -1.551 1.183
14 H 2.501 -1.191 -0.432
15 H 2.024 0.105 0.684
16 H -0.384 -2.080 0.680

Forces on atoms 1 to 2 (eV/Å):
2.485 -1.894 -1.321
-0.579 4.323 -2.851

Computed Löwdin charges, given in elementary charges: number 1, C, carries -0.07; number 2, C, carries -0.14; number 3, C, carries -0.15; number 4, N, carries -0.22; number 5, O, carries -0.37; number 6, P, carries 0.55; number 7, H, carries 0.08; number 8, H, carries 0.08; number 9, H, carries 0.08; number 10, H, carries 0.02; number 11, H, carries 0.01; number 12, H, carries 0.02; number 13, H, carries 0.02; number 14, H, carries 0.01; number 15, H, carries 0.07; number 16, H, carries 0.01


(2)
Molecular formula: C9H14InO7
Method: DFT, the ωB97M-V functional and the def2-TZVPD basis

HOMO energy: -4.854 eV
charge: -1
LUMO level: 2.59 eV
orbital gap: 7.44 eV

Geometry (Å):
1 C -3.234 0.615 0.388
2 C -3.341 -0.686 0.150
3 C -3.314 -2.297 -0.011
4 In -1.097 -2.857 -0.291
5 O -0.056 -1.568 1.052
6 H -2.829 1.697 0.329
7 H -3.920 -2.627 -0.933
8 H -3.676 -2.810 0.970
9 H -0.612 -2.545 -2.013
10 H -0.831 -4.600 0.064
11 H 0.914 -1.626 0.889
12 C 1.941 -0.009 -2.294
13 C 2.086 0.818 -3.533
14 O 2.544 -0.119 -4.494
15 C 2.148 -1.353 -4.068
16 O 2.225 -2.354 -4.729
17 O 1.654 -1.302 -2.802
18 H 1.133 0.343 -1.649
19 H 2.866 -0.056 -1.711
20 H 1.132 1.235 -3.872
21 H 2.804 1.631 -3.410
22 C -0.460 1.344 2.897
23 C 0.698 1.542 3.824
24 O 1.223 2.798 3.417
25 C 0.210 3.477 2.808
26 O 0.264 4.637 2.494
27 O -0.869 2.674 2.603
28 H -1.272 0.783 3.361
29 H -0.172 0.848 1.966
30 H 0.390 1.610 4.872
31 H 1.449 0.756 3.725

Forces on atoms 1 to 2 (eV/Å):
0.249 -5.940 -1.876
0.782 4.649 1.256

Computed Löwdin charges, given in elementary charges: number 1, C, carries -0.02; number 2, C, carries -0.24; number 3, C, carries -0.34; number 4, In, carries 0.47; number 5, O, carries -0.50; number 6, H, carries 0.03; number 7, H, carries 0.02; number 8, H, carries 0.03; number 9, H, carries -0.10; number 10, H, carries -0.14; number 11, H, carries -0.06; number 12, C, carries -0.14; number 13, C, carries -0.14; number 14, O, carries 0.05; number 15, C, carries -0.54; number 16, O, carries 0.14; number 17, O, carries 0.02; number 18, H, carries 0.14; number 19, H, carries 0.13; number 20, H, carries 0.13; number 21, H, carries 0.13; number 22, C, carries -0.14; number 23, C, carries -0.14; number 24, O, carries 0.05; number 25, C, carries -0.55; number 26, O, carries 0.13; number 27, O, carries 0.05; number 28, H, carries 0.14; number 29, H, carries 0.11; number 30, H, carries 0.13; number 31, H, carries 0.13


(3)
Molecular formula: C24H54F2NNa2O13S2
Method: DFT, the ωB97M-V functional and the def2-TZVPD basis

HOMO energy: -11.478 eV
charge: +1
LUMO level: -4.16 eV
orbital gap: 7.32 eV

Geometry (Å):
1 Na 15.603 15.248 15.387
2 Na 13.660 15.875 18.236
3 N 15.568 14.719 17.619
4 S 15.280 13.172 18.120
5 O 14.853 13.004 19.489
6 O 16.063 12.187 17.442
7 F 13.789 13.193 17.419
8 S 16.836 14.843 18.374
9 O 18.082 14.204 18.046
10 O 16.684 15.233 19.756
11 F 17.276 16.284 17.786
12 C 11.692 17.887 24.499
13 C 11.562 16.939 23.273
14 O 12.194 15.701 23.597
15 C 12.539 14.946 22.388
16 C 13.370 13.705 22.755
17 H 11.241 17.305 25.303
18 H 12.749 18.041 24.714
19 H 11.123 18.811 24.400
20 H 10.487 16.798 23.159
21 H 12.131 17.447 22.494
22 H 11.725 14.576 21.765
23 H 13.180 15.658 21.868
24 H 13.773 13.173 21.893
25 H 12.866 12.922 23.322
26 H 14.187 14.032 23.398
27 C 13.212 10.461 19.976
28 C 13.600 9.048 19.631
29 O 12.898 8.564 18.499
30 C 12.936 7.101 18.178
31 C 11.961 7.005 16.978
32 H 13.703 10.926 20.831
33 H 13.151 11.084 19.084
34 H 12.212 10.380 20.402
35 H 14.674 8.972 19.462
36 H 13.452 8.413 20.504
37 H 13.914 6.674 17.954
38 H 12.476 6.562 19.006
39 H 12.417 7.600 16.187
40 H 11.023 7.520 17.184
41 H 11.926 6.081 16.400
42 C 16.098 9.019 11.869
43 C 15.292 8.060 12.784
44 O 15.748 8.530 14.035
45 C 15.192 7.957 15.272
46 C 15.978 8.656 16.420
47 H 16.308 10.027 12.227
48 H 17.061 8.515 11.790
49 H 15.655 9.018 10.873
50 H 14.230 8.119 12.542
51 H 15.676 7.073 12.524
52 H 14.116 8.127 15.302
53 H 15.392 6.886 15.258
54 H 17.057 8.514 16.363
55 H 15.645 8.390 17.424
56 H 15.757 9.723 16.414
57 O 14.627 14.156 13.276
58 C 14.613 13.223 12.501
59 O 14.423 11.875 12.811
60 C 14.076 11.442 14.114
61 C 12.545 11.046 14.328
62 C 14.639 13.516 11.023
63 H 14.223 12.171 14.912
64 H 14.729 10.596 14.331
65 H 11.857 11.862 14.106
66 H 12.389 10.827 15.384
67 H 12.235 10.207 13.705
68 H 15.687 13.430 10.734
69 H 14.410 14.574 10.892
70 H 14.028 12.850 10.414
71 O 14.001 17.569 19.969
72 C 14.566 18.686 19.986
73 O 15.879 19.018 20.209
74 C 16.907 18.090 20.518
75 C 18.069 18.910 21.007
76 C 13.782 19.921 19.561
77 H 17.031 17.613 19.546
78 H 16.656 17.362 21.289
79 H 17.737 19.445 21.897
80 H 18.620 19.508 20.282
81 H 18.840 18.174 21.236
82 H 13.716 19.816 18.478
83 H 14.160 20.866 19.950
84 H 12.749 19.780 19.878
85 O 17.848 14.371 14.856
86 C 19.075 14.125 14.547
87 O 19.620 12.882 14.431
88 C 18.843 11.803 15.073
89 C 17.756 11.375 14.179
90 C 20.038 15.220 14.140
91 H 18.495 12.100 16.063
92 H 19.468 10.910 15.099
93 H 18.247 10.870 13.347
94 H 17.097 12.206 13.925
95 H 17.046 10.637 14.551
96 H 21.080 14.998 14.366
97 H 19.847 16.102 14.750
98 H 20.008 15.498 13.086

Forces on atoms 1 to 2 (eV/Å):
0.744 -0.547 -1.203
-0.267 0.342 1.062

Computed Löwdin charges, given in elementary charges: number 1, Na, carries 0.59; number 2, Na, carries 0.66; number 3, N, carries -0.37; number 4, S, carries 0.58; number 5, O, carries -0.22; number 6, O, carries -0.20; number 7, F, carries -0.21; number 8, S, carries 0.42; number 9, O, carries -0.21; number 10, O, carries -0.24; number 11, F, carries -0.21; number 12, C, carries -0.07; number 13, C, carries -0.28; number 14, O, carries -0.16; number 15, C, carries -0.24; number 16, C, carries -0.06; number 17, H, carries 0.07; number 18, H, carries 0.07; number 19, H, carries 0.07; number 20, H, carries 0.12; number 21, H, carries 0.10; number 22, H, carries 0.11; number 23, H, carries 0.09; number 24, H, carries 0.04; number 25, H, carries 0.08; number 26, H, carries 0.08; number 27, C, carries -0.07; number 28, C, carries -0.30; number 29, O, carries -0.18; number 30, C, carries -0.19; number 31, C, carries -0.07; number 32, H, carries 0.07; number 33, H, carries 0.06; number 34, H, carries 0.08; number 35, H, carries 0.10; number 36, H, carries 0.12; number 37, H, carries 0.11; number 38, H, carries 0.11; number 39, H, carries 0.03; number 40, H, carries 0.08; number 41, H, carries 0.08; number 42, C, carries -0.07; number 43, C, carries -0.25; number 44, O, carries -0.23; number 45, C, carries -0.19; number 46, C, carries -0.04; number 47, H, carries 0.05; number 48, H, carries 0.07; number 49, H, carries 0.07; number 50, H, carries 0.11; number 51, H, carries 0.12; number 52, H, carries 0.09; number 53, H, carries 0.12; number 54, H, carries 0.08; number 55, H, carries 0.05; number 56, H, carries 0.05; number 57, O, carries 0.06; number 58, C, carries -0.45; number 59, O, carries -0.01; number 60, C, carries -0.20; number 61, C, carries -0.02; number 62, C, carries 0.04; number 63, H, carries 0.09; number 64, H, carries 0.09; number 65, H, carries 0.07; number 66, H, carries 0.07; number 67, H, carries 0.07; number 68, H, carries 0.10; number 69, H, carries 0.09; number 70, H, carries 0.10; number 71, O, carries 0.01; number 72, C, carries -0.42; number 73, O, carries 0.00; number 74, C, carries -0.23; number 75, C, carries -0.05; number 76, C, carries 0.03; number 77, H, carries 0.10; number 78, H, carries 0.13; number 79, H, carries 0.09; number 80, H, carries 0.08; number 81, H, carries 0.09; number 82, H, carries 0.09; number 83, H, carries 0.10; number 84, H, carries 0.09; number 85, O, carries -0.02; number 86, C, carries -0.40; number 87, O, carries 0.02; number 88, C, carries -0.18; number 89, C, carries -0.08; number 90, C, carries 0.03; number 91, H, carries 0.11; number 92, H, carries 0.13; number 93, H, carries 0.10; number 94, H, carries 0.07; number 95, H, carries 0.06; number 96, H, carries 0.09; number 97, H, carries 0.09; number 98, H, carries 0.10


(4)
Molecular formula: C6H9N
Method: DFT, the ωB97M-V functional and the def2-TZVPD basis

HOMO energy (spin up / spin down): -6.705 / -7.784 eV
relative energy (zero: lowest compared OMol25 entry of this formula, charge and spin): 115.30 kcal per mole
LUMO level (spin up / spin down): 0.34 / 0.83 eV
orbital gap (spin up / spin down): 7.04 / 8.61 eV

Geometry (Å):
1 C -1.706 -0.561 0.448
2 C -0.307 -0.753 0.915
3 C 0.846 -0.554 -0.161
4 C 1.100 1.058 0.192
5 C -0.258 1.461 0.427
6 C 0.542 -0.676 -1.539
7 N -0.949 0.507 1.111
8 H -2.552 -0.937 1.016
9 H -1.814 -0.484 -0.637
10 H -0.070 -1.365 1.782
11 H 1.679 -1.203 0.137
12 H 1.742 0.985 1.078
13 H 1.618 1.619 -0.590
14 H -0.780 2.309 -0.002
15 H 0.915 -1.505 -2.133
16 H -0.009 0.102 -2.056

Forces on atoms 1 to 2 (eV/Å):
-0.058 -0.031 -0.323
0.438 -0.559 -0.588

Computed Löwdin charges, given in elementary charges: number 1, C, carries -0.06; number 2, C, carries -0.22; number 3, C, carries -0.32; number 4, C, carries -0.13; number 5, C, carries -0.14; number 6, C, carries 0.02; number 7, N, carries -0.06; number 8, H, carries 0.10; number 9, H, carries 0.10; number 10, H, carries 0.14; number 11, H, carries 0.12; number 12, H, carries 0.11; number 13, H, carries 0.11; number 14, H, carries 0.11; number 15, H, carries 0.05; number 16, H, carries 0.06


Number 1: electronic energy -16093.399 eV. Number 2: electronic energy -29063.427 eV. Number 3: electronic energy -89801.815 eV. Number 4: electronic energy -7853.160 eV.